No. 1
# C15H19ClRuSi

A molecular structure, C15H19ClRuSi (ωB97M-V with the def2-TZVPD basis set, the Open Molecules 2025 dataset).

Results
- expectation value of S² = 8.786
- spin multiplicity = 6
- frontier orbital gap (spin up / spin down) (eV) = 4.1 / 4.7
- HOMO (spin up / spin down) (eV) = -0.8 / -4.0
- charge = -1

Last column: natural (NBO) charge in e.
Geometry (Å):
H: 2.3700 -0.3630 4.5695  0.227
C: 0.6272 0.6486 -5.8903  -0.175
H: -1.5148 0.0716 -6.2517  0.205
C: -1.4804 -0.7624 4.9882  -1.095
C: 0.0235 0.2310 2.2638  -0.784
H: -0.8151 -2.1025 0.9574  0.253
H: 1.7365 -2.4431 0.1901  0.235
H: -0.9689 2.4267 4.7426  0.231
Ru: 0.2749 -0.0902 -0.8246  0.812
C: 0.1246 2.6361 -4.8198  -0.019
C: -0.3078 -1.6886 -2.3812  -0.341
C: -0.0763 1.8225 4.9758  -1.101
C: -1.2123 -1.7132 -1.2473  -0.353
H: 2.2564 2.0268 -5.1812  0.215
C: 1.0065 -2.0085 -1.8782  -0.341
C: 1.1959 1.8034 -5.2679  -0.348
Si: -0.0581 0.1457 4.1067  1.600
H: -2.2829 -1.5446 -1.2885  0.232
H: -1.3618 -0.6677 6.0792  0.218
C: 0.1894 0.2637 1.0041  -0.221
H: 1.3671 -0.8230 5.9490  0.213
C: -1.1065 2.0064 -5.1805  -0.330
H: -1.4885 -1.8396 4.7694  0.224
H: 0.2278 3.5926 -4.3139  0.218
H: 0.8208 2.4232 4.7575  0.231
H: 1.9107 -2.0953 -2.4657  0.226
H: 1.1781 -0.1658 -6.3542  0.204
Cl: 0.1218 2.0904 -1.3773  -0.586
H: -0.0816 1.6840 6.0685  0.215
H: -2.1023 2.4104 -5.0156  0.215
C: -0.4540 -2.0425 -0.0675  -0.313
H: 1.3975 -1.8664 4.5046  0.227
C: 1.4054 -0.8177 4.8455  -1.097
H: -2.4747 -0.3481 4.7621  0.224
C: -0.7962 0.7731 -5.8346  -0.201
H: -0.5649 -1.4660 -3.4287  0.234
C: 0.9130 -2.2080 -0.4654  -0.355

No. 2
# C15H19CoF4N3SSi

A molecular structure, C15H19CoF4N3SSi (ωB97M-V with the def2-TZVPD basis set, the Open Molecules 2025 dataset).

Results
- expectation value of S² = 6.047
- spin multiplicity = 5
- frontier orbital gap (spin up / spin down) (eV) = 8.6 / 5.3
- HOMO (spin up / spin down) (eV) = -11.2 / -11.3
- charge = +1

Last column: natural (NBO) charge in e.
Geometry (Å):
H: -0.1805 1.1037 -4.6073  0.232
Si: -1.0899 0.2426 -2.4246  1.721
H: -1.5182 -2.2046 -1.8789  0.255
H: -1.8820 2.0966 1.0952  0.413
C: 2.6860 0.2590 -0.7336  0.386
H: 1.2479 1.4907 3.6542  0.207
H: -0.2572 -0.6855 -4.6410  0.246
H: -2.8303 1.9278 -2.9561  0.263
N: 0.2954 0.2897 -1.3538  -0.946
C: 0.2004 0.1771 5.1047  -0.276
H: -0.4763 2.4026 1.9089  0.407
H: -2.8838 -1.1913 -1.3359  0.254
F: -2.2059 -3.1158 5.3531  -0.324
C: 3.4512 0.2751 -3.3619  -0.222
H: 5.4895 0.2862 -2.6332  0.244
S: -0.9522 -1.6838 1.1796  -0.273
Co: -0.0625 0.2577 0.5926  1.343
C: -2.1425 -1.3261 -2.1393  -1.115
H: -2.7499 1.7967 -1.2086  0.232
C: 1.6197 0.2545 -1.7018  0.177
C: -0.5856 -1.0506 2.7361  0.086
C: -1.9302 -2.7943 4.0449  0.982
C: -1.0249 -1.5675 3.9894  -0.201
H: 4.7806 0.2205 -0.2047  0.263
H: 1.3880 0.3197 -3.8609  0.245
C: 4.0468 0.2686 -1.0200  -0.275
F: 2.3140 0.2578 0.6137  -0.344
N: 0.1966 0.0377 2.7141  -0.605
N: -0.8612 2.1151 1.0053  -1.112
C: -0.6022 -0.9579 5.1766  -0.096
C: -2.1249 1.8380 -2.1135  -1.104
C: 0.5818 0.6427 3.8317  0.062
C: -0.7705 0.2295 -4.3073  -1.121
H: 0.5638 0.6295 6.0294  0.246
C: 2.1128 0.2779 -3.0421  -0.183
H: -0.6279 2.8158 0.3010  0.404
H: -0.9625 -1.3937 6.1169  0.258
H: 3.7448 0.3002 -4.4335  0.248
H: -1.7210 0.2745 -4.8356  0.262
C: 4.4214 0.2455 -2.3701  -0.100
F: -1.3454 -3.8985 3.4707  -0.318
H: -1.4981 2.7189 -2.1105  0.231
F: -3.1255 -2.6404 3.4098  -0.312
H: -2.7296 -1.5418 -3.0534  0.259

No. 3
# C15H19FN2O6

3 unconnected molecules or ions with the total composition C15H19FN2O6 (ωB97M-V with the def2-TZVPD basis set, the Open Molecules 2025 dataset).

Results
- spin multiplicity = 1
- frontier orbital gap (eV) = 8.4
- HOMO (eV) = -9.2

Last column: natural (NBO) charge in e.
Geometry (Å):
H: 1.4743 2.4634 1.7245  0.250
H: 0.7714 -0.2340 -2.1581  0.222
H: 4.9667 -2.9189 1.2673  0.222
H: 5.3827 -2.1933 -1.0221  0.176
H: 0.2684 -1.1103 -0.5523  0.238
H: 4.6051 -0.7480 -0.3302  0.200
C: -0.6307 1.7948 -2.1558  0.844
C: 4.1002 -2.5944 0.6851  -0.435
H: 2.5122 -4.0566 0.8152  0.251
O: 1.7633 -3.5756 -1.7490  -0.573
N: -1.0066 0.6314 -1.2648  -0.526
C: -5.4248 -0.2130 -1.0163  0.018
C: -1.1468 2.4667 2.8289  -0.076
C: -3.4217 0.6086 -0.0276  0.024
C: -2.5024 0.3303 -1.3105  0.067
H: 2.0696 2.2235 3.4053  0.242
H: 3.9241 -4.5775 -0.1708  0.238
C: 0.4994 0.8965 2.7770  0.795
H: -1.4330 2.7412 1.8082  0.184
H: 0.2095 4.1745 2.8986  0.227
O: -0.8522 1.0710 2.8594  -0.487
H: 3.4654 -1.9810 1.3362  0.226
C: -0.1668 -0.6014 -1.5178  -0.430
O: 3.3809 -1.9869 -1.4487  -0.489
H: -5.4091 -0.9925 -3.3100  0.247
F: -1.9314 3.0147 -3.5050  -0.097
H: -1.9824 2.6820 3.5014  0.200
H: -6.5865 -0.4851 -0.9294  0.216
O: -1.0636 1.9960 -3.5552  -0.159
N: -4.8700 0.3811 0.2317  -0.401
H: -0.6857 -1.4351 -2.1554  0.219
O: 1.0491 -0.1896 2.6964  -0.580
C: 1.1927 2.2250 2.7539  -0.534
C: -4.7561 -0.5473 -2.4346  -0.282
C: 2.6975 -3.1196 -1.1107  0.790
H: 0.1613 3.1840 4.3664  0.208
H: -2.6399 -0.5278 -3.6784  0.259
C: 4.4727 -1.8120 -0.5470  -0.070
C: 0.1205 3.1505 3.2709  -0.428
O: 0.1481 2.7836 -1.6357  -0.504
C: -3.1696 -0.2726 -2.6670  -0.184
H: -2.8469 1.0883 0.9053  0.225
C: 3.2912 -3.7346 0.1204  -0.531

no.,total energy (a.u.),maximum force (hartree/bohr)
1,-1427.36556,0.156
2,-3217.02314,0.054
3,-1243.38285,0.180